Molecular formula: C4H3N3O
Method: DFT, ωB97M-V/def2-TZVPD

Output
E_HOMO, eV: -8.984
SMILES: c1n[nH]c2conc12
Energy, eV: -10711.1828
Energy relative to the best compared isomer or geometry (same formula, charge and spin), kcal per mole: 56.91

Last column: natural (NBO) charge in e.
Atoms and positions in Å:
1 C 1.521 0.113 -0.796  -0.050
2 N 1.509 -1.121 -0.441  -0.192
3 N 0.399 -1.372 0.308  -0.385
4 C -0.462 -0.313 0.271  -0.011
5 C -1.582 0.309 0.662  0.068
6 O -1.473 1.607 0.321  -0.240
7 N -0.325 1.882 -0.310  -0.092
8 C 0.288 0.717 -0.379  0.039
9 H 2.463 0.489 -1.245  0.232
10 H 0.133 -2.398 0.394  0.411
11 H -2.470 0.088 1.214  0.219